{"formula": "C43H54AsBeF6N8O6", "method": "wB97M-V/def2-TZVPD", "e_lumo_ev": -4.9, "molar_mass_g_mol": 976.88, "max_force_ha_per_bohr": 0.0596, "total_charge": 1, "symbols": ["Be", "As", "F", "F", "F", "F", "F", "F", "N", "C", "C", "C", "C", "C", "H", "H", "H", "H", "H", "N", "C", "C", "C", "C", "C", "H", "H", "H", "H", "H", "N", "C", "C", "C", "C", "C", "H", "H", "H", "H", "H", "N", "C", "C", "C", "C", "C", "H", "H", "H", "H", "H", "N", "C", "C", "C", "C", "C", "H", "H", "H", "H", "H", "C", "C", "O", "C", "O", "O", "H", "H", "H", "H", "C", "C", "O", "C", "O", "O", "H", "H", "H", "H", "C", "C", "C", "C", "N", "H", "H", "H", "H", "H", "H", "H", "C", "C", "C", "C", "N", "H", "H", "H", "H", "H", "H", "H", "C", "C", "C", "C", "N", "H", "H", "H", "H", "H", "H", "H"], "positions_angstrom": [[-1.65, -1.06, 3.72], [-0.04, 0.12, 0.04], [-1.08, -0.98, -0.85], [-1.36, 1.28, -0.12], [0.96, 1.22, 0.95], [1.27, -1.02, 0.06], [0.60, 0.77, -1.44], [-0.78, -0.50, 1.52], [-0.48, 0.50, 5.16], [-0.43, 0.43, 6.48], [0.18, 1.36, 7.31], [0.75, 2.47, 6.69], [0.75, 2.54, 5.30], [0.15, 1.53, 4.58], [-0.79, -0.45, 7.00], [0.16, 1.31, 8.39], [1.36, 3.15, 7.27], [1.25, 3.32, 4.75], [0.10, 1.59, 3.50], [3.48, -4.53, 0.84], [2.45, -3.93, 0.24], [1.91, -4.30, -0.99], [2.58, -5.30, -1.68], [3.64, -5.96, -1.09], [4.03, -5.55, 0.18], [2.03, -3.05, 0.72], [1.02, -3.84, -1.39], [2.25, -5.53, -2.69], [4.10, -6.83, -1.53], [4.81, -6.06, 0.73], [1.29, 5.05, -2.93], [0.53, 5.39, -3.99], [0.13, 4.48, -4.95], [0.32, 3.12, -4.72], [1.05, 2.76, -3.60], [1.50, 3.76, -2.75], [0.39, 6.46, -4.06], [-0.52, 4.79, -5.76], [-0.13, 2.38, -5.36], [1.15, 1.72, -3.31], [1.97, 3.44, -1.82], [-3.73, -1.14, 2.56], [-3.72, -0.75, 1.27], [-4.84, -0.70, 0.47], [-6.07, -1.08, 1.03], [-6.09, -1.42, 2.37], [-4.90, -1.52, 3.07], [-2.80, -0.36, 0.85], [-4.81, -0.53, -0.59], [-6.93, -1.00, 0.39], [-7.02, -1.71, 2.84], [-4.90, -1.88, 4.09], [-1.12, -3.02, 2.34], [-0.20, -3.86, 2.82], [0.08, -5.11, 2.31], [-0.58, -5.48, 1.15], [-1.38, -4.55, 0.51], [-1.61, -3.33, 1.12], [0.35, -3.52, 3.70], [0.90, -5.71, 2.68], [-0.35, -6.46, 0.73], [-1.84, -4.73, -0.45], [-2.20, -2.55, 0.68], [-3.51, 1.40, -2.32], [-2.82, 2.51, -3.09], [-3.70, 2.74, -4.19], [-4.89, 2.14, -4.00], [-5.89, 2.34, -4.58], [-4.81, 1.33, -2.88], [-3.57, 1.51, -1.24], [-3.02, 0.44, -2.49], [-1.91, 2.09, -3.52], [-2.69, 3.45, -2.57], [-1.08, -0.70, -4.30], [-0.84, -2.19, -4.10], [-1.52, -2.77, -5.21], [-2.36, -1.86, -5.77], [-3.10, -2.13, -6.65], [-2.17, -0.65, -5.23], [-0.20, -0.21, -4.72], [-1.43, -0.24, -3.38], [-1.28, -2.56, -3.16], [0.20, -2.49, -4.06], [4.76, 1.80, -3.34], [5.00, 0.35, -2.91], [3.72, -0.38, -2.56], [2.86, -0.59, -3.73], [2.25, -0.79, -4.68], [4.21, 1.79, -4.28], [5.69, 2.33, -3.53], [4.13, 2.32, -2.62], [5.75, 0.32, -2.12], [5.49, -0.11, -3.78], [3.15, 0.19, -1.82], [3.87, -1.34, -2.06], [4.18, 0.17, 4.57], [4.23, 0.36, 3.07], [3.42, -0.71, 2.29], [2.08, -0.91, 2.83], [1.05, -1.09, 3.28], [3.19, 0.01, 5.00], [4.56, 1.00, 5.17], [4.77, -0.70, 4.88], [5.21, 0.47, 2.62], [3.67, 1.29, 2.89], [4.00, -1.63, 2.41], [3.34, -0.44, 1.24], [-0.49, 4.42, 1.14], [-1.90, 4.64, 1.68], [-2.81, 3.44, 1.35], [-2.49, 2.30, 2.21], [-2.29, 1.42, 2.91], [-0.51, 4.39, 0.05], [-0.06, 3.46, 1.43], [0.17, 5.23, 1.44], [-2.26, 5.60, 1.29], [-1.90, 4.76, 2.76], [-2.83, 3.20, 0.29], [-3.82, 3.67, 1.71]]}